Density functional theory data (ωB97M-V/def2-TZVPD) for C52H50ClGeN5O2RbS2 as an isolated structure.

Computed properties:
- multiplicity = 2
- frontier orbital gap (alpha / beta) (eV) = 3.3 / 5.4
- ⟨S²⟩ = 0.78
- total charge = -2
- highest occupied orbital energy (alpha / beta) (eV) = -0.048 / -2.102

Each line ends with the Löwdin charge.
Geometry (Å):
Rb1 -0.22661 -0.09617 0.53681  0.56
S1 -4.10675 2.84398 3.02240  1.02
C1 -2.48507 3.37703 3.35128  -0.49
C2 -2.03049 4.52258 3.97801  -0.13
C3 -0.66210 4.72810 4.13867  -0.13
C4 0.23771 3.77265 3.65687  -0.09
C5 -0.21293 2.63364 3.01315  -0.04
C6 -1.58983 2.41310 2.84337  -0.35
N1 -2.11887 1.34008 2.19908  -0.01
C7 -3.47732 1.36445 2.25045  -0.52
C8 -4.37574 0.40824 1.74115  -0.21
C9 -5.74059 0.79908 1.52268  -0.10
C10 -6.68287 -0.02838 0.96845  -0.14
C11 -6.36216 -1.33805 0.59655  -0.13
C12 -5.06615 -1.76949 0.86017  -0.08
C13 -4.07837 -0.97087 1.42091  -0.24
H1 -2.73552 5.26222 4.34277  0.09
H2 -0.30544 5.61759 4.64198  0.08
H3 1.30652 3.90152 3.78635  0.09
H4 0.49880 1.89630 2.66339  0.04
H5 -6.02688 1.81897 1.74575  0.05
H6 -7.68466 0.35623 0.80462  0.09
H7 -7.08583 -1.99660 0.13618  0.08
H8 -4.79254 -2.78958 0.61331  0.10
C14 1.07705 0.52047 -5.51252  -0.17
C15 0.06770 0.75187 -4.40548  -0.20
N2 0.41538 -0.10260 -3.30578  0.06
C16 1.69876 -0.22661 -2.82028  -0.38
N3 1.86869 -0.68923 -1.63132  0.03
C17 3.23267 -0.95428 -1.21252  -0.23
C18 4.19673 0.07952 -1.76384  -0.17
C19 4.09763 0.09311 -3.27435  -0.17
N4 2.70744 0.10390 -3.71255  -0.05
C20 2.46387 0.79048 -4.96636  -0.18
H9 0.89020 1.17435 -6.36754  0.11
H10 0.99760 -0.51689 -5.84573  0.12
H11 -0.94291 0.48689 -4.72192  0.11
H12 0.04705 1.81996 -4.13213  0.11
H13 -0.30980 -0.36297 -2.64341  0.00
H14 3.55038 -1.96230 -1.51540  0.12
H15 3.26674 -0.95419 -0.12219  0.07
H16 5.22649 -0.12040 -1.45893  0.11
H17 3.92549 1.06194 -1.36386  0.10
H18 4.60657 -0.78645 -3.69097  0.12
H19 4.59079 0.97599 -3.69701  0.11
H20 3.22970 0.47130 -5.68152  0.12
H21 2.60204 1.87617 -4.83119  0.12
C21 -3.75708 4.24424 -4.08873  -0.05
C22 -2.97273 3.43774 -3.08602  -0.28
C23 -3.42495 2.20667 -2.64713  -0.01
C24 -2.66320 1.48141 -1.73288  -0.15
N5 -1.50107 1.92731 -1.26565  0.01
C25 -1.06777 3.11400 -1.67708  -0.14
C26 -1.76613 3.90449 -2.57985  -0.04
H22 -4.81233 3.97300 -4.07366  0.07
H23 -3.38336 4.07125 -5.10078  0.08
H24 -3.67492 5.31278 -3.88567  0.07
H25 -4.36457 1.79009 -2.98916  0.11
H26 -3.00282 0.51204 -1.38856  0.05
H27 -0.12433 3.45884 -1.26573  0.11
H28 -1.36957 4.87133 -2.86633  0.10
C27 1.28914 -1.39981 7.43362  -0.13
C28 2.33822 -2.06581 6.81647  -0.12
C29 2.61306 -1.84502 5.46866  -0.12
C30 1.85019 -0.96558 4.69803  -0.35
C31 0.79031 -0.31514 5.34196  -0.14
C32 0.51458 -0.51853 6.68823  -0.10
Ge1 2.12886 -0.59111 2.74561  0.88
C33 3.74378 -1.76715 2.41058  -0.37
C34 5.06769 -1.32349 2.34324  -0.12
C35 6.11368 -2.17634 1.99765  -0.12
C36 5.86588 -3.51328 1.71867  -0.13
C37 4.56025 -3.98456 1.79062  -0.11
C38 3.52495 -3.11992 2.12501  -0.14
C39 3.11052 1.18030 2.90310  -0.36
C40 3.38707 1.88173 1.72406  -0.14
C41 4.02780 3.11554 1.72321  -0.11
C42 4.40466 3.70115 2.92585  -0.13
C43 4.13447 3.03352 4.11332  -0.12
C44 3.50086 1.79438 4.09680  -0.11
H29 1.07113 -1.57153 8.48189  0.08
H30 2.95232 -2.76083 7.37989  0.08
H31 3.44704 -2.37139 5.01557  0.08
H32 0.14742 0.35937 4.78144  0.08
H33 -0.32002 0.00160 7.14428  0.09
H34 5.29515 -0.28504 2.56205  0.09
H35 7.12576 -1.78734 1.95080  0.09
H36 6.67693 -4.17805 1.44376  0.08
H37 4.34060 -5.02363 1.57102  0.09
H38 2.51243 -3.51346 2.14719  0.09
H39 3.08593 1.45312 0.76905  0.07
H40 4.22023 3.62325 0.78400  0.09
H41 4.89143 4.66957 2.93812  0.08
H42 4.41096 3.47762 5.06383  0.09
H43 3.30149 1.29495 5.03981  0.09
O1 -4.21389 -5.21528 -7.42725  0.08
C45 -3.61957 -5.73765 -6.31465  -0.49
O2 -3.53695 -6.93385 -6.21728  0.08
C46 -3.22588 -4.76472 -5.26104  -0.18
C47 -2.87090 -5.24798 -4.00137  -0.04
C48 -2.49919 -4.38988 -2.98701  -0.12
C49 -2.44726 -2.98873 -3.15655  -0.71
S2 -1.97835 -1.92369 -1.87459  0.59
C50 -2.80122 -2.52576 -4.44335  -0.12
C51 -3.17832 -3.38247 -5.45686  -0.06
H44 -4.32119 -4.27056 -7.29686  0.07
H45 -2.89150 -6.31637 -3.82720  0.11
H46 -2.23212 -4.79385 -2.01818  0.09
H47 -2.76562 -1.45776 -4.62492  0.08
H48 -3.40455 -2.92407 -6.41708  0.10
Cl1 -2.28214 -1.74330 3.45049  0.53
C52 -2.80039 -1.69963 1.68695  -0.56
H49 -2.92200 -2.74236 1.41446  0.06
H50 -1.95140 -1.35294 1.12459  -0.10

Density functional theory data (ωB97M-V/def2-TZVPD) for C52H52AsCl2N5O7STa as an isolated structure.

Computed properties:
- frontier orbital gap (eV) = 6.4
- total charge = +3
- highest occupied orbital energy (eV) = -14.592

Each line ends with the Löwdin charge.
Geometry (Å):
Ta1 0.01083 -0.13334 -0.27814  1.73
O1 0.45217 0.51746 6.88364  -0.03
C1 -0.45384 1.35291 6.20923  -0.19
C2 -0.46341 0.97050 4.75862  -0.13
C3 -1.33972 1.55545 3.85737  0.04
C4 -1.28202 1.20041 2.53042  -0.07
N1 -0.42025 0.29334 2.02178  0.03
C5 0.38410 -0.31716 2.91643  -0.19
C6 0.39790 0.00955 4.26090  0.09
C7 1.27315 -1.36348 2.39917  -0.18
C8 1.93425 -2.21699 3.26636  0.09
C9 2.82147 -3.16392 2.78225  -0.13
C10 3.54521 -4.10021 3.70564  -0.19
O2 3.23321 -3.74675 5.02925  -0.03
C11 3.01481 -3.20158 1.41062  0.04
C12 2.30037 -2.34158 0.60982  -0.12
N2 1.41443 -1.43776 1.05998  0.01
H1 0.48765 0.75775 7.81500  0.11
H2 -0.16894 2.40963 6.28054  0.15
H3 -1.47275 1.26167 6.60204  0.15
H4 -2.06998 2.28889 4.17422  0.14
H5 -1.98925 1.64089 1.85631  0.10
H6 1.08554 -0.45950 4.94524  0.12
H7 1.77712 -2.16391 4.33122  0.12
H8 4.61933 -4.03329 3.50044  0.14
H9 3.23077 -5.12434 3.46962  0.15
H10 3.67246 -4.34613 5.64088  0.11
H11 3.70273 -3.89901 0.94874  0.14
H12 2.45066 -2.39895 -0.44545  0.02
S1 -1.45657 -0.24555 -2.24884  0.77
C13 -0.99398 -1.00784 -3.77051  -0.64
C14 -1.94116 -1.01474 -4.79212  -0.10
C15 -1.63695 -1.64845 -5.98629  -0.04
C16 -0.41396 -2.29035 -6.15913  -0.04
C17 0.52167 -2.28690 -5.13703  -0.08
C18 0.23282 -1.61234 -3.95494  -0.42
As1 1.31947 -1.60803 -2.39434  1.32
C19 3.08193 -1.02088 -2.93309  -0.37
C20 4.15423 -1.01572 -2.04183  -0.13
C21 5.43224 -0.71568 -2.49094  -0.07
C22 5.64947 -0.39814 -3.82539  -0.05
C23 4.58141 -0.37368 -4.70881  -0.05
C24 3.30150 -0.68507 -4.26697  -0.12
C25 1.49970 -3.52148 -2.17563  -0.38
C26 2.70614 -4.18297 -2.37104  -0.09
C27 2.75395 -5.56711 -2.24465  -0.05
C28 1.60673 -6.27887 -1.92790  -0.05
C29 0.40077 -5.61284 -1.74138  -0.06
C30 0.34454 -4.23305 -1.86111  -0.11
H13 -2.90460 -0.54134 -4.64763  0.11
H14 -2.36877 -1.66090 -6.78336  0.12
H15 -0.19779 -2.80525 -7.08542  0.12
H16 1.45986 -2.81471 -5.25546  0.12
H17 4.01783 -1.24718 -0.99401  0.09
H18 6.26198 -0.73569 -1.79555  0.12
H19 6.64913 -0.17293 -4.17315  0.12
H20 4.74090 -0.12356 -5.74946  0.12
H21 2.48208 -0.66101 -4.96986  0.08
H22 3.60111 -3.63435 -2.63686  0.11
H23 3.68719 -6.08945 -2.40942  0.12
H24 1.64708 -7.35663 -1.84291  0.12
H25 -0.49712 -6.17637 -1.52221  0.11
H26 -0.60134 -3.71463 -1.73861  0.10
O3 2.10289 1.45341 1.42955  0.13
C31 2.28237 1.59525 0.24663  -0.54
O4 1.85694 0.71664 -0.66741  -0.29
C32 3.02677 2.79727 -0.31426  -0.12
N3 2.23197 3.45365 -1.42667  0.11
C33 3.22365 3.84979 -2.48897  -0.11
C34 4.21291 2.70364 -2.44903  -0.13
C35 4.38689 2.44409 -0.95096  -0.08
H27 3.13414 3.51453 0.49464  0.17
H28 1.67468 4.25270 -1.10461  0.15
H29 1.55711 2.78841 -1.82257  0.07
H30 3.67073 4.79462 -2.18201  0.15
H31 2.69658 3.97997 -3.42898  0.10
H32 5.14822 2.95685 -2.94266  0.14
H33 3.79516 1.82334 -2.94333  0.09
H34 5.15730 3.08658 -0.52829  0.13
H35 4.66136 1.41156 -0.75004  0.11
Cl1 0.95808 1.83546 -3.92256  0.84
C36 -0.39239 2.13399 -4.98971  -0.54
C37 -0.23418 1.80145 -6.32299  -0.09
C38 -1.30726 1.94670 -7.18728  -0.05
C39 -2.52200 2.41469 -6.71243  -0.07
C40 -2.64556 2.76706 -5.37901  -0.57
Cl2 -4.16642 3.35872 -4.79932  0.77
C41 -1.58063 2.64931 -4.48121  -0.32
N4 -1.74065 2.97789 -3.11951  0.06
C42 -1.11204 4.10093 -2.54655  -0.21
C43 -0.28305 4.95994 -3.26046  -0.02
C44 0.33334 6.02729 -2.61834  -0.07
C45 0.13121 6.25080 -1.26202  -0.08
C46 -0.70628 5.39504 -0.55283  -0.03
C47 -1.32383 4.32174 -1.17854  -0.17
C48 -2.15453 3.33340 -0.39604  -0.01
C49 -1.45676 2.01626 -0.31509  -0.62
O5 -1.99946 0.89727 -0.09378  -0.21
O6 -0.18217 1.96489 -0.41743  -0.13
H36 0.71633 1.42312 -6.67281  0.11
H37 -1.19775 1.69208 -8.23239  0.12
H38 -3.37150 2.52693 -7.37177  0.12
H39 -2.71506 2.90793 -2.85469  0.09
H40 -0.14588 4.81422 -4.32489  0.12
H41 0.95213 6.70544 -3.19245  0.12
H42 0.58422 7.10080 -0.76992  0.12
H43 -0.88513 5.57055 0.50207  0.12
H44 -3.16030 3.17168 -0.79049  0.15
H45 -2.28262 3.68805 0.63202  0.15
C50 -4.16028 -3.40948 1.22911  0.01
N5 -2.73080 -3.19498 0.98441  -0.13
C51 -1.83944 -4.31982 1.27024  0.02
C52 -2.29190 -2.05182 0.55016  -0.23
O7 -1.05876 -1.83103 0.33175  -0.25
H46 -4.48370 -4.29742 0.68966  0.11
H47 -4.72904 -2.55130 0.88100  0.10
H48 -4.32992 -3.55614 2.29451  0.11
H49 -2.09637 -5.15020 0.61379  0.11
H50 -1.98444 -4.62985 2.30422  0.11
H51 -0.80792 -4.02610 1.10561  0.08
H52 -3.03303 -1.27495 0.36545  0.15

Taking the records one at a time from the top gives largest force on an atom values of 1.038, 0.529 eV/A.
Taking the records one at a time from the top gives energy relative to the best compared isomer or geometry (same formula, charge and spin) values of 14.80, 3.68 kcal per mole.